ORCA calculation (ωB97M-V with the def2-TZVPD basis set) on a single C5H4O2 molecule at a distorted geometry.

gap between HOMO and LUMO	9.52	eV
total charge	0
relative energy (zero: lowest compared OMol25 entry of this formula, charge and spin)	0.482	eV
HOMO energy	-9.20	eV
SMILES string	O=c1cccco1
electronic energy	-9343.7001	eV

Each line ends with the Mulliken charge.
Geometry (Å):
O 2.1653 -1.5925 -0.4461  -0.528
C 1.3299 -0.8037 -0.0969  0.467
C 1.1255 0.6646 -0.1073  -0.499
C -0.1409 1.1583 -0.2454  0.009
C -1.2957 0.3138 -0.0925  -0.527
C -1.0207 -0.9037 0.4074  -0.072
O 0.2234 -1.3569 0.5759  -0.306
H 1.9753 1.3307 -0.0158  0.349
H -0.2909 2.2158 -0.4604  0.368
H -2.3298 0.6212 -0.2342  0.344
H -1.7413 -1.6476 0.7154  0.395

Atomic forces in eV per Å
-0.22 1.47 0.17
-0.57 0.03 0.80
0.13 -0.09 -0.44
0.28 -0.15 -0.06
0.27 -0.19 0.09
-0.23 -0.08 -0.11
-0.12 -0.87 -0.29
0.04 -0.18 -0.52
0.15 -0.16 0.29
0.42 0.07 -0.01
-0.16 0.13 0.10